Below is a cluster of 2 separate species, C3H12N in total in a non-equilibrium geometry, with properties calculated with ωB97M-V/def2-TZVPD.

Cartesian coordinates (Å):
N  0.531  -1.176  2.522
H  1.132  -0.445  3.099
H  -0.265  -0.515  2.327
H  0.776  -1.620  1.634
H  0.178  -1.897  3.125
C  -1.393  0.749  -0.645
C  0.043  1.039  -1.065
C  0.776  -0.111  -1.728
H  -1.907  1.618  -0.373
H  -1.414  -0.120  0.118
H  -1.764  0.305  -1.623
H  0.578  1.293  -0.177
H  -0.094  1.966  -1.777
H  1.873  0.257  -1.877
H  0.818  -1.032  -1.051
H  0.132  -0.310  -2.507

LUMO energy = -4.72 eV
net charge = +1
HOMO level = -14.5 eV
relative energy (zero: lowest compared OMol25 entry of this formula, charge and spin) = 162.9 kJ/mol

For each atom in turn, the Mulliken charge in e is: N -0.5321; H 0.4359; H 0.3805; H 0.3255; H 0.3899; C -0.8945; C -0.3111; C -0.8796; H 0.3153; H 0.1589; H 0.2791; H 0.3046; H 0.2456; H 0.2664; H 0.1596; H 0.3560



Below is a structure of composition AlO8P2 in a non-equilibrium geometry, with properties calculated with ωB97M-V/def2-TZVPD.

Cartesian coordinates (Å):
Al  -0.975  0.665  -1.755
P  -1.009  1.416  1.378
O  -0.074  2.039  0.330
O  -0.091  0.662  2.391
O  -1.614  0.140  0.660
O  -2.112  2.265  1.989
P  1.242  -1.484  -1.074
O  -0.316  -1.511  -0.805
O  1.591  -0.031  -1.460
O  1.681  -2.537  -2.073
O  1.678  -1.625  0.420

LUMO energy = 6.97 eV
net charge = -3
HOMO level = 2.9 eV
relative energy (zero: lowest compared OMol25 entry of this formula, charge and spin) = 54.9 kJ/mol

For each atom in turn, the Mulliken charge in e is: Al 0.2651; P 0.9070; O -0.6640; O -0.5894; O -0.4706; O -0.8083; P 0.9105; O -0.4717; O -0.6832; O -0.8192; O -0.5762



Below is a structure of composition C26H37Br2ErF17NbO3 in a non-equilibrium geometry, with properties calculated with ωB97M-V/def2-TZVPD.

Cartesian coordinates (Å):
C  4.695  -4.170  -0.319
C  5.018  -3.514  1.064
O  3.830  -3.216  1.817
C  3.265  -2.031  1.303
C  2.133  -1.560  2.266
C  1.186  -0.580  1.487
C  1.018  0.784  2.226
C  -0.476  1.131  2.480
Nb  -1.314  2.824  1.192
Br  -3.133  3.186  3.051
C  0.264  2.519  -0.390
C  -0.157  3.096  -1.786
C  1.032  3.937  -2.375
C  1.995  3.069  -3.215
C  3.243  2.606  -2.446
O  3.936  1.578  -3.140
C  3.697  0.296  -2.591
C  4.874  -0.215  -1.724
C  -2.591  1.407  0.034
C  -4.135  1.669  0.048
C  -4.818  1.537  -1.315
F  -5.904  2.350  -1.266
F  -4.082  2.020  -2.333
C  -5.392  0.112  -1.620
F  -6.050  -0.297  -0.527
F  -6.321  0.279  -2.566
C  -4.334  -0.909  -2.168
F  -4.604  -1.081  -3.463
F  -3.061  -0.481  -2.113
C  -4.385  -2.342  -1.542
F  -5.609  -2.830  -1.489
F  -3.733  -3.140  -2.412
C  -3.616  -2.479  -0.205
F  -2.273  -2.404  -0.373
F  -3.920  -1.496  0.667
C  -3.870  -3.831  0.563
F  -5.009  -3.621  1.258
F  -4.136  -4.842  -0.244
C  -2.778  -4.154  1.627
F  -3.366  -4.935  2.537
F  -2.350  -3.074  2.296
C  -1.521  -4.945  1.107
F  -0.404  -4.332  1.533
F  -1.437  -5.031  -0.207
F  -1.468  -6.159  1.594
C  -0.082  4.468  2.243
C  0.762  4.006  3.340
O  0.479  3.651  4.381
Br  2.826  4.022  2.964
H  4.962  -5.230  -0.283
H  3.635  -4.052  -0.580
H  5.305  -3.660  -1.077
H  5.607  -4.215  1.669
H  5.655  -2.630  0.890
H  4.029  -1.227  1.283
H  2.813  -2.198  0.311
H  1.585  -2.422  2.665
H  2.643  -1.063  3.120
H  0.222  -1.104  1.419
H  1.540  -0.456  0.453
H  1.609  1.594  1.762
H  1.469  0.606  3.238
H  -1.115  0.255  2.305
H  -0.660  1.418  3.527
H  -2.040  4.171  0.150
H  1.270  2.826  -0.058
H  0.308  1.415  -0.502
H  -1.097  3.671  -1.747
H  -0.312  2.253  -2.477
H  0.597  4.782  -2.921
H  1.600  4.327  -1.512
H  2.330  3.658  -4.082
H  1.469  2.203  -3.653
H  3.037  2.296  -1.403
H  3.952  3.451  -2.381
H  3.592  -0.427  -3.417
H  2.764  0.259  -2.000
H  4.907  0.359  -0.782
H  4.737  -1.285  -1.505
H  5.819  -0.087  -2.266
H  -2.205  1.426  -1.004
H  -2.404  0.373  0.381
H  -4.313  2.704  0.374
H  -4.576  1.039  0.829
H  -0.745  5.279  2.588
H  0.561  4.923  1.467
Er  3.524  1.898  3.970

LUMO energy (spin up / spin down) = -8.58 / -9.62 eV
<S²> = 3.787
net charge = +2
HOMO level (spin up / spin down) = -14.0 / -14.0 eV
spin multiplicity = 4

For each atom in turn, the Mulliken charge in e is: C -0.9606; C -0.1783; O -0.4546; C -0.2348; C -0.8338; C 0.9445; C 0.2130; C -1.3229; Nb -2.1962; Br -0.2687; C 0.2069; C -0.7091; C -0.9847; C -0.6733; C -0.3092; O -0.4137; C -0.2410; C -0.6388; C 1.1123; C -0.9669; C 0.4564; F -0.3412; F -0.2667; C 0.6218; F -0.2773; F -0.2961; C 0.4936; F -0.2997; F -0.2320; C 0.5012; F -0.2717; F -0.2936; C 0.6425; F -0.3501; F -0.3736; C 0.6762; F -0.2990; F -0.2654; C 0.5532; F -0.3096; F -0.2276; C 0.6937; F -0.2163; F -0.2413; F -0.2533; C -0.6343; C 0.4633; O -0.3075; Br -0.2868; H 0.3296; H 0.2735; H 0.2503; H 0.4037; H 0.2638; H 0.0970; H 0.2274; H 0.3650; H 0.0793; H -0.3272; H -0.1202; H 0.3305; H 0.0656; H 0.5439; H 0.8168; H 0.2876; H 0.5301; H 0.0495; H 0.5884; H 0.4207; H 0.4636; H 0.3685; H 0.3534; H 0.3282; H 0.1033; H 0.3649; H 0.4370; H 0.0747; H 0.0807; H 0.0660; H 0.4191; H 0.1320; H -0.2954; H 0.6058; H 0.4821; H 0.5681; H 0.4809; Er 1.3429



Below is a cluster of 2 separate species, C8H20N3 in total in a non-equilibrium geometry, with properties calculated with ωB97M-V/def2-TZVPD.

Cartesian coordinates (Å):
C  -2.334  0.607  1.385
C  -1.773  1.617  0.417
C  -2.744  -0.549  0.531
C  -1.321  0.804  -0.712
C  -1.899  -1.373  -1.721
C  3.327  1.358  -0.660
C  2.113  -1.725  1.113
C  1.026  0.548  0.066
N  -1.955  -0.331  -0.692
N  1.930  0.983  -0.866
N  1.068  -1.080  0.244
H  -1.593  0.400  2.102
H  -3.276  0.981  1.941
H  -2.591  2.469  0.052
H  -1.002  2.135  0.823
H  -2.593  -1.595  0.846
H  -3.732  -0.450  0.320
H  -0.901  1.179  -1.724
H  -1.488  -2.332  -1.302
H  -2.905  -1.450  -1.973
H  -1.310  -0.919  -2.558
H  3.424  1.666  0.368
H  4.012  0.534  -0.849
H  3.514  2.250  -1.294
H  2.918  -1.120  0.645
H  1.968  -1.657  2.112
H  2.379  -2.763  0.771
H  1.260  0.946  1.004
H  1.594  1.000  -1.747
H  0.885  -1.523  -0.621
H  0.221  -1.185  0.804

LUMO energy = -2.63 eV
net charge = +1
HOMO level = -10.7 eV
relative energy (zero: lowest compared OMol25 entry of this formula, charge and spin) = 490.2 kJ/mol

For each atom in turn, the Mulliken charge in e is: C -0.4604; C -0.7887; C -0.8151; C 0.1224; C -0.9929; C -0.9624; C -0.7804; C -0.6552; N 0.0732; N -0.2256; N -0.1918; H 0.2859; H 0.3128; H 0.3153; H 0.3652; H 0.3507; H 0.4725; H 0.4155; H 0.2924; H 0.4636; H 0.3052; H 0.3204; H 0.2910; H 0.3398; H 0.2834; H 0.3420; H 0.3060; H 0.4248; H 0.2001; H 0.3475; H 0.2429



> Which of these has the lowest net charge?

AlO8P2



Copy entry 2 word for word.
Below is a structure of composition AlO8P2 in a non-equilibrium geometry, with properties calculated with ωB97M-V/def2-TZVPD.

Cartesian coordinates (Å):
Al  -0.975  0.665  -1.755
P  -1.009  1.416  1.378
O  -0.074  2.039  0.330
O  -0.091  0.662  2.391
O  -1.614  0.140  0.660
O  -2.112  2.265  1.989
P  1.242  -1.484  -1.074
O  -0.316  -1.511  -0.805
O  1.591  -0.031  -1.460
O  1.681  -2.537  -2.073
O  1.678  -1.625  0.420

LUMO energy = 6.97 eV
net charge = -3
HOMO level = 2.9 eV
relative energy (zero: lowest compared OMol25 entry of this formula, charge and spin) = 54.9 kJ/mol

For each atom in turn, the Mulliken charge in e is: Al 0.2651; P 0.9070; O -0.6640; O -0.5894; O -0.4706; O -0.8083; P 0.9105; O -0.4717; O -0.6832; O -0.8192; O -0.5762



> Look up the net charge of the second one.

-3



> net charge of number 3 (C26H37Br2ErF17NbO3)?

+2